# 1
24
Properties=species:S:1:pos:R:3:forces:R:3 method="wB97M-V/def2-TZVPD" relative_energy_kj_mol=46.6 charge=0 mol_weight_g_mol=228.5 e_homo_ev=-6.606 e_tot_ha=-1357.9811
Mg -0.5109 -0.2389 -0.3603 0.926 0.579 -0.859
S 2.7168 0.5330 0.0189 0.454 -0.455 -0.324
O 2.6375 1.9749 -0.2547 0.020 0.091 0.006
O 3.1563 0.1975 1.3731 -0.090 0.200 -0.691
O 1.2550 0.0505 -0.1111 -0.271 -0.076 0.906
O 3.4083 -0.2225 -1.0465 -0.101 0.346 0.359
O 0.0989 -1.6551 -1.8103 -0.539 -0.621 -0.509
H -0.0850 -2.5974 -1.8562 0.163 -0.042 -0.112
H 0.9817 -1.5330 -2.1951 0.193 0.336 0.522
O -0.3891 1.1205 -1.9137 -0.630 0.401 -0.673
H 0.3692 1.6929 -2.0977 0.380 -0.220 0.429
H -0.9022 1.0647 -2.7254 0.073 0.071 -0.064
O 0.7002 0.5409 3.1444 -0.297 -0.178 0.114
H 0.1453 1.0412 3.7489 -0.043 0.008 0.087
H 0.2244 0.5448 2.3054 0.380 0.110 0.037
O -1.1700 1.3152 0.8510 -0.383 0.417 0.244
H -0.5836 2.0807 0.9519 0.296 -0.152 -0.205
H -2.0287 1.5878 1.1874 0.038 -0.006 0.129
O -0.6342 -1.5839 1.0637 -0.351 -1.009 0.729
H -0.9212 -2.4726 0.8327 0.001 -0.078 0.215
H 0.1636 -1.6998 1.6075 0.188 0.359 -0.156
O -2.4941 -0.5346 -0.8606 -0.535 -0.119 -0.107
H -3.1810 0.1224 -0.7090 0.049 0.088 -0.010
H -2.9573 -1.3290 -1.1444 0.080 -0.050 -0.066



# 2
136
Properties=species:S:1:pos:R:3:forces:R:3 method="wB97M-V/def2-TZVPD" charge=0 mol_weight_g_mol=3163.6 e_homo_ev=-9.817 e_tot_ha=-36809.9959
N -1.0708 2.5197 -1.9058 2.345 -1.296 -1.334
O -2.1040 3.0338 -1.2160 -0.454 2.728 -0.474
S -2.4890 4.6215 -1.7031 -6.767 0.365 -2.236
O -3.5727 4.5663 -2.8494 4.856 -0.276 3.727
O -1.1540 5.4209 -2.4338 2.387 0.214 2.119
S -0.3705 6.3568 -1.1953 -1.349 7.070 1.968
O 0.2872 7.6184 -1.8432 -1.845 -6.436 1.989
O -1.4129 6.8248 -0.1250 4.217 -3.184 -4.067
F 0.7875 5.3435 -0.4060 -2.941 1.923 -2.182
H -1.3077 2.3106 -2.9008 -0.062 0.946 1.563
H -0.1941 3.0766 -1.8046 -1.019 -0.479 -0.095
C 4.5468 4.5038 -0.5474 0.040 -0.096 0.129
Cl 5.2661 5.7430 -1.5899 -0.032 -0.110 0.122
Cl 4.3021 5.1341 1.0903 0.045 -0.117 -0.266
Cl 3.0149 3.9304 -1.2286 0.522 -0.201 -0.053
H 5.2368 3.6580 -0.4914 -0.232 0.265 -0.009
C -1.3695 -0.8586 -3.7086 0.031 -0.300 0.062
Cl -1.6793 -1.4999 -5.3311 -0.004 0.101 0.162
Cl -0.3802 -1.9904 -2.7707 -0.650 0.759 -0.335
Cl -0.5801 0.7247 -3.8058 0.545 -1.419 -1.285
H -2.3282 -0.7347 -3.1984 0.330 -0.005 -0.168
C 5.2278 6.3383 -5.3295 -0.003 0.053 0.041
Cl 5.4824 4.8091 -6.1876 0.000 0.133 0.118
Cl 5.9395 7.6853 -6.2343 -0.032 -0.131 0.500
Cl 3.4997 6.6175 -5.0552 0.229 -0.034 0.027
H 5.7249 6.2751 -4.3582 -0.185 -0.009 -0.357
C -0.4494 -3.4858 0.8459 0.007 -0.103 0.037
Cl -1.1277 -1.8489 0.8280 0.023 -0.117 -0.030
Cl 0.3868 -3.8293 -0.6780 -0.013 -0.496 0.686
Cl 0.6520 -3.6878 2.2190 -0.272 -0.060 -0.340
H -1.2712 -4.1979 0.9559 0.284 0.261 -0.026
C 4.1042 -1.4877 -0.2790 0.055 -0.040 0.074
Cl 3.4148 -1.9617 1.2829 -0.030 0.017 -0.335
Cl 3.3188 -2.3707 -1.5993 0.300 0.187 0.090
Cl 3.9505 0.2606 -0.5221 -0.005 -0.149 -0.012
H 5.1669 -1.7432 -0.2782 -0.366 0.107 -0.021
C -1.5547 -0.6358 4.2805 -0.049 -0.107 -0.091
Cl -2.2380 -2.1348 4.9329 -0.088 0.347 -0.156
Cl -2.2529 0.7731 5.0971 0.195 -0.286 -0.054
Cl 0.2100 -0.6357 4.4396 -0.192 0.050 -0.050
H -1.8048 -0.5771 3.2181 0.105 -0.026 0.365
C -4.8339 3.0160 1.4293 -0.097 -0.088 0.006
Cl -5.3117 2.1242 -0.0253 0.015 0.143 0.171
Cl -4.0633 1.9310 2.5991 -0.141 0.221 -0.110
Cl -3.7480 4.3522 1.0113 -0.388 -0.100 0.485
H -5.7336 3.4340 1.8881 0.321 -0.144 -0.161
C 1.8130 -3.3085 -6.4836 -0.007 0.057 -0.079
Cl 1.9870 -3.3325 -4.7204 0.064 -0.034 -0.324
Cl 3.4030 -3.3086 -7.2656 -0.116 -0.034 0.208
Cl 0.8497 -4.6905 -7.0326 0.147 0.223 0.120
H 1.2906 -2.3908 -6.7656 0.134 -0.289 0.096
C 6.0788 -6.1783 -8.9264 -0.080 -0.031 -0.025
Cl 6.5213 -4.4879 -8.6325 -0.056 -0.170 -0.081
Cl 7.5298 -7.1834 -9.0806 -0.185 0.118 -0.028
Cl 5.0379 -6.7838 -7.6266 0.112 0.064 -0.190
H 5.5224 -6.2303 -9.8657 0.199 0.023 0.337
C 0.1950 -1.5127 -9.9431 0.036 0.012 -0.048
Cl 0.6375 0.1777 -9.6492 -0.084 -0.226 -0.091
Cl 1.6460 -2.5178 -10.0973 -0.274 0.157 -0.085
Cl -0.8459 -2.1183 -8.6433 0.006 0.084 -0.193
H -0.3615 -1.5647 -10.8824 0.372 0.005 0.629
C 0.0042 -5.1329 6.7654 0.099 0.056 0.034
Cl -1.1897 -4.2835 7.7619 0.064 -0.239 -0.178
Cl -0.5435 -6.7793 6.4065 0.091 0.172 0.066
Cl 0.3122 -4.2393 5.2667 0.079 -0.322 0.464
H 0.9395 -5.1959 7.3273 -0.328 0.018 -0.167
C -5.0687 -4.1982 8.2922 0.201 -0.065 -0.029
Cl -4.4855 -4.4166 6.6334 -0.231 0.049 0.158
Cl -6.7382 -3.6047 8.2915 0.135 0.013 0.095
Cl -4.9485 -5.7158 9.1988 0.008 0.246 -0.102
H -4.4384 -3.4527 8.7835 -0.227 -0.228 -0.163
C 5.3733 8.5978 -10.3240 0.013 -0.061 0.051
Cl 5.9565 8.3794 -11.9829 -0.023 0.080 0.183
Cl 3.7038 9.1913 -10.3247 0.217 -0.022 0.033
Cl 5.4935 7.0802 -9.4175 -0.025 0.200 -0.354
H 6.0036 9.3433 -9.8327 -0.218 -0.253 -0.182
C 0.1849 -1.2162 9.8495 -0.012 0.067 -0.060
Cl -0.9043 -1.5765 11.1999 0.189 0.017 -0.152
Cl 1.1420 -2.6452 9.4239 0.190 0.308 0.202
Cl -0.7324 -0.6415 8.4467 0.113 -0.088 0.140
H 0.8697 -0.4234 10.1615 -0.239 -0.276 -0.105
C -2.0193 3.4342 8.0836 0.051 -0.117 -0.132
Cl -0.3309 2.9058 7.9838 -0.222 0.099 0.027
Cl -2.1427 4.9559 8.9827 -0.138 -0.147 -0.115
Cl -2.7125 3.6115 6.4626 0.013 0.137 0.305
H -2.5881 2.6703 8.6197 0.145 0.313 -0.258
C -0.0288 6.6926 11.3988 -0.028 0.015 -0.073
Cl -1.2145 7.6133 12.3400 0.096 -0.136 -0.136
Cl 1.1419 7.7824 10.6364 -0.161 -0.160 0.058
Cl 0.7995 5.5110 12.4271 -0.116 0.071 -0.140
H -0.5594 6.1516 10.6111 0.258 0.185 0.326
C -2.6848 1.5848 12.6180 -0.071 0.007 0.151
Cl -3.7087 2.9172 13.1802 0.196 -0.177 -0.072
Cl -3.5463 0.0417 12.7455 0.067 0.215 0.044
Cl -2.1573 1.8667 10.9501 0.095 -0.103 0.326
H -1.7988 1.5384 13.2563 -0.287 0.016 -0.257
C 7.2394 11.5889 -5.1925 -0.023 0.019 0.114
Cl 6.9296 10.9475 -6.8150 0.005 0.122 0.123
Cl 8.2287 10.4570 -4.2547 -0.169 0.131 -0.103
Cl 8.0288 13.1721 -5.2897 -0.145 -0.197 0.020
H 6.2807 11.7128 -4.6824 0.332 -0.057 -0.198
C 6.0239 0.9920 3.0272 -0.155 -0.003 0.046
Cl 6.2784 -0.5372 2.1691 0.269 0.244 0.226
Cl 6.7356 2.3390 2.1224 -0.006 -0.111 0.113
Cl 4.2958 1.2712 3.3016 0.214 -0.040 -0.013
H 6.5210 0.9288 3.9985 -0.193 0.007 -0.402
C 7.9062 -1.0281 6.3302 -0.032 -0.123 0.119
Cl 8.6254 0.2111 5.2877 0.069 -0.143 0.123
Cl 7.6615 -0.3978 7.9679 0.070 -0.105 -0.220
Cl 6.3742 -1.6015 5.6490 0.198 0.049 0.090
H 8.5962 -1.8739 6.3862 -0.233 0.312 -0.038
C -8.1607 -3.5766 4.8459 0.120 -0.085 0.042
Cl -7.9062 -5.1058 3.9878 0.081 0.190 0.291
Cl -7.4490 -2.2296 3.9412 -0.039 -0.134 0.132
Cl -9.8888 -3.2974 5.1203 0.165 -0.028 0.012
H -7.6636 -3.6398 5.8173 -0.172 0.029 -0.378
C 0.2398 -8.8983 -6.2607 0.016 0.022 -0.025
Cl 1.7221 -7.9999 -6.6284 -0.215 -0.200 -0.006
Cl 0.5802 -10.6319 -6.1267 -0.080 0.177 -0.053
Cl -0.5009 -8.2927 -4.7693 0.050 -0.044 -0.210
H -0.4663 -8.7484 -7.0814 0.253 -0.056 0.294
C -9.2244 -6.1991 -0.0502 -0.062 0.065 0.004
Cl -8.8988 -7.7833 0.6737 -0.066 0.206 -0.013
Cl -9.8136 -5.0641 1.1762 -0.059 -0.139 -0.308
Cl -7.7698 -5.5642 -0.8377 -0.145 -0.071 0.036
H -10.0017 -6.3204 -0.8090 0.410 0.037 0.327
C -11.0941 -8.9085 -2.7936 0.104 -0.177 -0.101
Cl -11.7774 -10.4076 -2.1413 0.071 0.231 -0.124
Cl -11.7923 -7.4996 -1.9770 -0.162 -0.156 -0.192
Cl -9.3294 -8.9084 -2.6346 -0.253 0.020 -0.146
H -11.3442 -8.8498 -3.8560 0.068 0.005 0.390
C -0.0576 -0.5049 -14.2453 0.220 0.135 -0.176
Cl 0.3849 1.1854 -13.9514 -0.112 -0.268 -0.058
Cl 1.3934 -1.5100 -14.3995 -0.241 0.118 0.011
Cl -1.0985 -1.1105 -12.9455 -0.215 0.092 -0.537
H -0.6140 -0.5570 -15.1846 0.159 -0.003 0.362



# 3
15
Properties=species:S:1:pos:R:3:forces:R:3 method="wB97M-V/def2-TZVPD" relative_energy_kj_mol=159.5 s_squared=2.008 charge=-1 mol_weight_g_mol=102.1 spin_multiplicity=3 e_homo_ev="0.917 / -3.949" e_tot_ha=-362.2115
C -1.8134 0.2023 0.5962 -1.382 -2.521 1.190
C 0.5037 0.7740 -1.3737 -2.317 -1.613 -3.044
C 1.2570 -0.1188 0.9610 -0.653 0.208 -0.663
C 0.1195 -0.0407 -0.2149 3.882 -2.931 0.116
N -0.5090 -1.3159 -0.5361 4.064 -0.506 -0.268
O -1.7884 -1.1733 0.2053 -2.867 1.695 1.293
O -2.4949 1.1090 0.1234 -0.476 0.830 -1.707
H -1.6577 0.2333 1.6489 0.765 -0.027 1.394
H 0.9773 1.6215 -1.0473 1.489 2.298 0.473
H -0.3530 1.0673 -2.1123 1.045 -0.473 1.573
H 1.1372 0.1148 -2.0262 -0.093 0.841 0.587
H 2.0098 -0.9923 0.9446 -1.669 1.020 -0.166
H 0.6010 -0.1190 1.8442 0.494 -0.523 0.325
H 1.9081 0.7831 1.1000 -0.660 -0.308 -0.577
H 0.1028 -2.1454 -0.1129 -1.623 2.010 -0.526